Formula: C7H12
Source: OMol25
Level of theory: the ωB97M-V functional and the def2-TZVPD basis

Summary:
- HOMO-LUMO gap: 0.4018 Eh
- Structure (SMILES): CC1CC2(CC2)C1
- Net charge: 0
- HOMO level: -9.767 eV
- Total energy: -7452.191 eV
- Energy relative to the best compared isomer or geometry (same formula, charge and spin): 119.6 kJ/mol

Last column: Löwdin charge in e.
Geometry (Å):
C: -2.52807 0.30395 0.10511  -0.08
C: -1.23050 -0.47506 -0.02572  -0.35
C: -0.21920 0.01792 -1.09726  -0.08
C: 0.87239 -0.00958 -0.02723  -0.44
C: 2.20447 -0.67781 -0.15481  -0.09
C: 2.11730 0.81159 0.05854  -0.09
C: -0.15882 -0.24962 1.07461  -0.08
H: -3.16761 0.16517 -0.77449  0.08
H: -2.32337 1.37762 0.20447  0.08
H: -3.09601 -0.01049 0.98874  0.08
H: -1.44253 -1.54310 -0.14996  0.13
H: -0.06819 -0.63948 -1.96061  0.11
H: -0.44868 1.02788 -1.45931  0.11
H: 2.50108 -1.03108 -1.14002  0.10
H: 2.55414 -1.29596 0.66903  0.10
H: 2.36481 1.46721 -0.77310  0.10
H: 2.39457 1.20103 1.03572  0.10
H: -0.35845 0.64820 1.67346  0.11
H: 0.03267 -1.08840 1.75283  0.11